Entry i
Computed, not measured: a gas-phase ion, C11H16N3 (charge +1), with ωB97M-V with the def2-TZVPD basis set.

Last column: Mulliken charge in e.
Element x y z (Å)
H1 2.50 -0.18 -3.52  0.27
N1 1.94 -0.08 -2.64  -0.47
C1 0.76 0.09 -3.02  -0.39
C2 -0.36 0.22 -1.99  -0.06
C3 -0.13 0.26 -0.67  -0.66
C4 -1.47 0.52 0.63  0.70
C5 -1.16 1.75 1.47  -1.27
C6 -2.52 -0.21 0.41  -0.27
C7 -3.83 -0.14 1.15  -1.36
N2 1.14 0.14 0.01  0.57
C8 1.91 1.19 0.38  -0.06
C9 3.12 0.64 0.82  -1.01
C10 3.00 -0.74 0.75  -0.10
N3 1.73 -1.03 0.31  -0.01
C11 1.00 -2.18 0.37  -0.79
H2 0.36 0.13 -4.00  0.44
H3 -1.32 0.38 -2.43  0.46
H4 -0.06 1.61 1.82  0.29
H5 -1.78 1.87 2.26  0.52
H6 -1.16 2.62 0.84  0.26
H7 -2.46 -1.02 -0.25  0.45
H8 -4.50 -1.04 0.91  0.30
H9 -4.22 0.61 0.54  0.38
H10 -3.88 0.13 2.19  0.35
H11 1.59 2.23 0.29  0.57
H12 3.94 1.20 1.20  0.46
H13 3.66 -1.52 1.04  0.48
H14 0.53 -2.33 1.35  0.34
H15 0.07 -2.15 -0.37  0.25
H16 1.61 -2.98 0.14  0.38

Gap between HOMO and LUMO (eV): 9.46
Charge: +1
HOMO (eV): -12.76
SMILES string: [H]/N=C/C=C(/C(C)=C/C)[n+]1cccn1C

---

Entry ii
Computed, not measured: a gas-phase ion, C11H16N3 (charge +1), with ωB97M-V with the def2-TZVPD basis set.

Last column: Mulliken charge in e.
Element x y z (Å)
C1 -1.99 -1.57 0.10  -0.36
N1 -0.86 -1.32 -0.35  -0.42
C2 -0.06 -0.14 -0.02  1.50
C3 0.24 0.65 -1.26  -1.10
C4 1.11 -0.15 -2.28  -0.89
N2 2.37 -0.51 -1.45  -0.07
C5 2.12 -1.38 -0.19  -0.66
C6 1.26 -0.42 0.70  -0.99
C7 -0.90 0.92 1.07  -0.33
C8 -0.65 2.07 1.73  -0.47
C9 -1.78 2.42 2.43  -0.87
C10 -2.70 1.44 2.22  -0.53
N3 -2.22 0.52 1.38  0.21
C11 -2.73 -0.70 1.03  -0.54
H1 -2.36 -2.50 -0.04  0.55
H2 0.86 1.44 -0.93  0.49
H3 -0.71 1.08 -1.68  0.44
H4 0.57 -1.04 -2.57  0.41
H5 1.32 0.57 -2.99  0.52
H6 3.01 -0.83 -2.11  0.31
H7 2.64 0.35 -1.06  0.38
H8 3.10 -1.68 0.35  0.37
H9 1.64 -2.27 -0.40  0.45
H10 1.03 -1.11 1.53  0.39
H11 1.76 0.45 1.21  0.21
H12 0.31 2.58 1.73  0.39
H13 -1.82 3.21 3.12  0.48
H14 -3.60 1.23 2.78  0.40
H15 -3.79 -0.51 0.65  0.39
H16 -2.96 -1.24 2.01  0.36

Gap between HOMO and LUMO (eV): 8.16
Charge: +1
HOMO (eV): -11.08
SMILES string: C1=NC2(CC[NH2+]CC2)c2cccn2C1

---

Tell me which of them is the least stable. Sure, it is entry i.

---

Entry i
Computed, not measured: a gas-phase ion, C11H16N3 (charge +1), with ωB97M-V with the def2-TZVPD basis set.

Last column: Mulliken charge in e.
Element x y z (Å)
C1 0.88 -1.18 -2.45  -1.30
C2 0.59 0.07 -1.70  0.60
N1 0.48 1.30 -2.22  -0.09
C3 0.05 2.24 -1.34  0.34
C4 -0.34 3.58 -1.37  -0.64
C5 -0.73 4.17 -0.14  -0.44
C6 -0.86 3.31 0.99  -0.16
N2 -0.66 2.08 0.96  -1.28
N3 -0.19 1.53 -0.11  0.98
C7 0.14 0.12 -0.39  -0.29
C8 -0.10 -0.85 0.77  2.28
C9 0.33 -2.31 0.48  -2.27
C10 -1.62 -0.95 1.16  -1.62
C11 0.70 -0.39 2.10  -1.55
H1 -0.09 -1.75 -2.56  0.32
H2 1.29 -0.95 -3.40  0.40
H3 1.52 -2.00 -1.88  0.25
H4 0.56 1.47 -3.28  0.37
H5 -0.28 4.24 -2.19  0.40
H6 -0.83 5.16 0.05  0.50
H7 -1.09 3.78 2.00  0.33
H8 0.06 -2.73 1.36  0.70
H9 -0.40 -2.69 -0.22  0.46
H10 1.37 -2.58 0.16  0.27
H11 -2.29 -0.53 0.36  0.31
H12 -1.99 -1.93 1.23  0.46
H13 -1.74 -0.41 2.04  0.44
H14 0.40 -0.94 2.92  0.51
H15 1.75 -0.53 2.05  0.43
H16 0.64 0.74 2.21  0.29

Gap between HOMO and LUMO (eV): 8.51
Charge: +1
HOMO (eV): -12.66
SMILES string: Cc1[nH]c2cccn[n+]2c1C(C)(C)C

---

Entry ii
Computed, not measured: a gas-phase ion, C11H16N3 (charge +1), with ωB97M-V with the def2-TZVPD basis set.

Last column: Mulliken charge in e.
Element x y z (Å)
H1 -0.60 -3.06 1.88  0.25
N1 -0.46 -2.41 0.99  -0.40
C1 0.23 -2.82 0.03  -0.32
C2 0.69 -1.89 -0.94  -0.64
C3 0.24 -0.47 -0.65  -0.34
C4 1.31 0.69 -0.51  0.98
C5 2.72 0.41 -0.75  -1.70
C6 0.90 2.08 -0.26  -0.49
C7 1.69 3.06 0.05  -0.80
N2 -1.11 -0.21 -0.44  0.52
C8 -2.19 -0.36 -1.27  -0.02
C9 -3.29 0.02 -0.52  -0.78
C10 -2.86 0.35 0.79  0.00
N3 -1.56 0.17 0.81  0.17
C11 -0.67 0.41 1.88  -0.95
H2 0.58 -3.84 -0.21  0.42
H3 1.74 -1.96 -0.71  0.38
H4 0.52 -2.20 -2.01  0.35
H5 2.98 -0.29 -1.50  0.43
H6 3.31 0.13 0.20  0.32
H7 3.20 1.33 -1.03  0.48
H8 -0.15 2.33 -0.60  0.30
H9 1.33 4.16 -0.01  0.23
H10 2.69 2.94 0.22  0.37
H11 -2.14 -0.62 -2.30  0.47
H12 -4.21 0.23 -1.15  0.32
H13 -3.62 0.54 1.53  0.41
H14 -0.10 1.37 1.96  0.27
H15 -1.26 0.29 2.76  0.38
H16 0.09 -0.38 1.76  0.43

Gap between HOMO and LUMO (eV): 8.11
Charge: +1
HOMO (eV): -11.89
SMILES string: [H]/N=C/C/C(=C(\C)C=C)[n+]1cccn1C

---

Tell me which of them is the least stable. Sure, it is entry ii.

---

Entry i
Computed, not measured: 2 unconnected molecules or ions with the total composition C8H14N2P, with ωB97M-V with the def2-TZVPD basis set.

Last column: Mulliken charge in e.
Element x y z (Å)
C1 -3.65 0.05 -0.05  -0.43
C2 -3.07 0.57 1.17  -0.69
C3 -2.81 -0.54 -0.91  -0.79
C4 -1.75 0.55 1.31  -0.05
C5 -1.47 -0.70 -0.67  0.05
C6 -0.87 -0.06 0.45  -0.07
C7 0.57 -0.02 0.72  -0.14
C8 1.50 0.36 -0.57  -0.13
N1 1.40 1.63 -1.14  -0.48
N2 0.83 -1.63 1.00  -0.38
P1 3.29 0.03 -0.18  -0.11
H1 -4.66 0.21 -0.32  0.45
H2 -3.69 0.98 1.94  0.42
H3 -3.31 -0.94 -1.76  0.39
H4 -1.18 1.08 2.10  0.28
H5 -0.83 -1.28 -1.34  0.27
H6 0.91 0.46 1.75  0.50
H7 1.20 -0.82 -1.37  0.15
H8 0.46 1.94 -1.21  0.20
H9 1.95 1.67 -1.94  0.29
H10 -0.10 -2.13 0.98  0.38
H11 1.22 -1.78 1.94  0.35
H12 1.49 -2.05 0.38  0.35
H13 3.72 0.15 -1.49  0.07
H14 3.62 1.34 0.38  0.11

Gap between HOMO and LUMO (eV): 9.60
Charge: +1
HOMO (eV): -12.76

---

Entry ii
Computed, not measured: a gas-phase ion, C8H14N2P (charge +1), with ωB97M-V with the def2-TZVPD basis set.

Last column: Mulliken charge in e.
Element x y z (Å)
C1 -2.83 0.20 -0.77  -0.99
P1 -2.35 -1.28 0.07  -0.03
C2 -0.61 -0.71 0.35  -0.04
N1 0.18 -0.87 -0.81  -0.05
C3 1.53 -0.99 -0.64  0.58
C4 2.40 -0.84 -1.77  -1.37
N2 2.04 -1.48 0.42  -0.32
C5 1.43 -1.63 1.53  -0.32
C6 0.18 -0.91 1.73  -0.15
C7 -0.09 0.47 1.24  0.17
C8 0.93 1.59 1.01  -1.38
H1 -2.96 1.00 -0.07  0.33
H2 -3.63 0.04 -1.45  0.41
H3 -2.07 0.48 -1.54  0.26
H4 -2.82 -0.97 1.28  0.03
H5 -0.36 -0.90 -1.64  0.34
H6 3.28 -0.32 -1.53  0.36
H7 1.86 -0.41 -2.68  0.31
H8 2.86 -1.70 -2.15  0.40
H9 1.83 -2.33 2.30  0.45
H10 -0.51 -1.12 2.57  0.45
H11 -0.71 1.08 1.85  0.55
H12 1.30 1.57 -0.03  0.25
H13 1.80 1.36 1.62  0.32
H14 0.43 2.60 1.29  0.42

Gap between HOMO and LUMO (eV): 8.13
Charge: +1
HOMO (eV): -13.02
SMILES string: CP[C@]12[NH+]=C(C)N=C[C@H]1[C@H]2C

---

Entry iii
Computed, not measured: a gas-phase ion, C8H14N2P (charge +1), with ωB97M-V with the def2-TZVPD basis set.

Last column: Mulliken charge in e.
Element x y z (Å)
C1 2.13 -1.49 1.34  -0.72
C2 1.64 -2.07 -0.11  -0.51
P1 0.61 -0.82 -1.11  -0.06
C3 1.63 0.66 -1.76  -0.46
C4 1.27 2.11 -1.03  -0.87
C5 -1.02 -0.31 -0.27  0.22
C6 -1.16 0.81 0.97  -0.17
C7 -2.72 1.09 1.50  -0.15
N1 -3.83 0.33 0.82  0.18
N2 -3.81 -0.61 -0.16  -0.55
C8 -2.48 -0.97 -0.74  -0.11
H1 1.32 -1.79 2.15  0.25
H2 3.18 -1.93 1.64  0.30
H3 2.23 -0.32 1.33  0.15
H4 1.00 -3.07 -0.03  0.34
H5 2.58 -2.36 -0.77  0.33
H6 1.48 0.77 -2.93  0.36
H7 2.78 0.49 -1.60  0.34
H8 0.10 2.31 -1.03  0.29
H9 1.77 3.00 -1.60  0.33
H10 1.62 2.11 0.11  0.15
H11 -0.21 1.35 1.40  0.30
H12 -2.91 1.89 2.34  0.37
H13 -4.81 0.59 1.18  0.31
H14 -2.39 -1.77 -1.62  0.40

Gap between HOMO and LUMO (eV): 5.83
Charge: +1
HOMO (eV): -11.44
SMILES string: CCP(CC)c1cc[nH+]nc1

---

Tell me which of them is the least stable. Sure, it is entry iii.

---

Entry i
Computed, not measured: 13 unconnected molecules or ions with the total composition H26O13, with ωB97M-V with the def2-TZVPD basis set.

Last column: Mulliken charge in e.
Element x y z (Å)
O1 23.95 6.00 12.47  -0.57
H1 24.40 6.84 12.59  0.27
H2 24.64 5.34 12.65  0.23
O2 22.61 7.13 16.24  -0.66
H3 22.33 7.42 15.36  0.41
H4 21.87 6.60 16.57  0.31
O3 18.66 6.23 13.15  -0.58
H5 18.69 7.18 13.03  0.27
H6 19.54 6.00 13.49  0.22
O4 19.89 1.29 11.07  -0.67
H7 19.44 0.44 10.96  0.30
H8 20.22 1.29 11.98  0.36
O5 18.67 3.47 13.78  -0.60
H9 18.76 2.53 13.59  0.34
H10 19.55 3.82 13.57  0.24
O6 20.56 2.81 16.20  -0.66
H11 20.57 2.77 15.24  0.38
H12 20.97 3.65 16.41  0.29
O7 19.93 3.81 9.81  -0.63
H13 20.59 4.42 10.18  0.31
H14 20.05 2.97 10.28  0.40
O8 23.50 1.97 14.30  -0.60
H15 24.01 1.20 14.57  0.23
H16 24.04 2.72 14.54  0.28
O9 21.00 1.21 13.64  -0.58
H17 21.93 1.41 13.87  0.29
H18 20.79 0.39 14.09  0.28
O10 23.32 3.07 11.60  -0.54
H19 23.85 2.86 10.82  0.27
H20 23.67 2.52 12.31  0.28
O11 21.22 4.48 13.19  0.24
H21 21.78 3.77 12.85  -0.09
H22 21.81 5.22 13.33  0.17
O12 21.59 6.07 10.70  -0.62
H23 22.41 5.98 11.19  0.26
H24 21.60 6.98 10.37  0.27
O13 21.90 7.69 13.62  -0.61
H25 21.54 8.52 13.28  0.28
H26 22.68 7.51 13.08  0.24

Gap between HOMO and LUMO (eV): 8.37
Charge: 0
HOMO (eV): -9.23

---

Entry ii
Computed, not measured: 13 unconnected molecules or ions with the total composition H26O13, with ωB97M-V with the def2-TZVPD basis set.

Last column: Mulliken charge in e.
Element x y z (Å)
H1 -1.41 0.41 -0.49  0.27
H2 -0.77 1.24 0.61  0.29
H3 -4.59 0.09 -0.21  0.33
H4 -4.57 1.11 -1.34  0.27
H5 -1.13 -1.37 4.61  0.31
H6 -0.97 -1.28 3.10  0.32
H7 0.63 -0.69 -2.72  0.28
H8 0.79 -1.79 -3.75  0.29
H9 3.32 1.67 -2.91  0.33
H10 2.94 0.78 -1.74  0.24
H11 1.14 1.56 2.22  0.35
H12 0.63 0.20 2.68  0.24
H13 -0.01 -4.44 1.74  0.29
H14 0.29 -2.98 1.42  0.32
H15 -3.11 -1.84 -3.34  0.29
H16 -3.33 -2.76 -2.15  0.29
H17 2.91 1.61 1.28  0.33
H18 3.58 0.71 2.30  0.31
H19 1.92 4.86 -1.18  0.32
H20 1.17 3.62 -0.74  0.29
H21 1.42 -1.98 -1.19  0.25
H22 1.75 -3.46 -1.22  0.29
H23 2.22 -0.54 1.87  0.30
H24 2.45 -0.54 0.37  0.29
H25 -3.27 4.14 0.55  0.31
H26 -4.36 3.55 -0.32  0.31
O1 -0.80 0.34 0.25  -0.49
O2 -4.27 0.22 -1.12  -0.61
O3 -1.27 -1.87 3.80  -0.61
O4 0.54 -1.64 -2.84  -0.57
O5 3.58 0.86 -2.46  -0.59
O6 0.47 1.14 2.78  -0.61
O7 -0.28 -3.54 1.96  -0.61
O8 -2.65 -2.47 -2.77  -0.58
O9 2.87 1.35 2.20  -0.70
O10 1.75 3.95 -1.44  -0.61
O11 2.08 -2.60 -1.51  -0.56
O12 2.33 -1.13 1.12  -0.56
O13 -3.99 3.50 0.57  -0.62

Gap between HOMO and LUMO (eV): 8.94
Charge: 0
HOMO (eV): -9.51

---

Entry iii
Computed, not measured: 13 unconnected molecules or ions with the total composition H26O13, with ωB97M-V with the def2-TZVPD basis set.

Last column: Mulliken charge in e.
Element x y z (Å)
O1 1.02 2.98 -0.43  -0.59
H1 0.91 3.88 -0.41  0.23
H2 0.34 2.81 0.28  0.39
O2 -2.36 -1.93 -0.51  -0.86
H3 -3.06 -1.50 0.04  0.43
H4 -1.82 -2.45 0.22  0.41
O3 -0.28 1.80 1.83  -0.69
H5 -1.32 1.75 2.01  0.28
H6 0.37 1.70 2.56  0.34
O4 0.70 -0.40 1.80  -0.84
H7 0.14 -0.99 1.48  0.29
H8 0.22 0.34 1.20  0.69
O5 -0.46 -3.18 0.97  -0.69
H9 0.20 -3.69 0.37  0.31
H10 0.00 -3.23 1.78  0.30
O6 3.06 -0.50 1.22  -0.66
H11 2.23 -0.74 1.20  0.47
H12 3.53 -0.85 0.49  0.29
O7 -3.92 -0.27 0.31  -0.64
H13 -4.26 0.02 -0.54  0.34
H14 -3.70 0.56 0.66  0.29
O8 2.74 1.84 0.94  -0.80
H15 2.61 0.80 0.85  0.58
H16 1.86 2.10 0.61  0.19
O9 1.98 1.44 -2.41  -0.62
H17 1.44 1.49 -1.60  0.39
H18 2.30 0.54 -2.44  0.30
O10 -2.03 2.82 -0.36  -0.64
H19 -1.60 2.15 -0.63  0.28
H20 -2.34 3.54 -1.16  0.33
O11 -0.86 -2.65 -2.43  -0.66
H21 -1.50 -2.35 -1.73  0.47
H22 -1.33 -3.28 -2.93  0.25
O12 -0.61 0.07 -0.11  -0.39
H23 0.20 -0.25 -0.46  0.29
H24 -1.07 -0.74 0.19  0.10
O13 1.94 -0.93 -0.75  -0.71
H25 2.80 -0.86 -1.36  0.30
H26 1.92 -1.86 -0.72  0.22

Gap between HOMO and LUMO (eV): 8.42
Charge: 0
HOMO (eV): -8.77

---

Entry iv
Computed, not measured: a molecular structure, H26O13, with ωB97M-V with the def2-TZVPD basis set.

Last column: Mulliken charge in e.
Element x y z (Å)
O1 1.78 -1.34 -1.98  -0.71
H1 1.90 -0.98 -2.86  0.24
H2 1.67 -0.57 -1.42  0.83
O2 -1.90 1.43 0.56  -0.60
H3 -2.56 2.11 0.63  0.30
H4 -2.31 0.65 0.94  0.33
O3 -2.05 -1.43 -0.53  -0.58
H5 -1.99 -0.86 -1.30  0.36
H6 -2.74 -2.05 -0.74  0.33
O4 2.02 -2.02 0.70  -0.77
H7 1.22 -1.76 0.24  0.18
H8 2.32 -1.22 1.12  0.35
O5 -0.59 0.09 2.90  -0.86
H9 0.11 -0.48 2.57  0.39
H10 -1.26 0.05 2.21  0.44
O6 -0.22 -2.47 -1.09  -0.88
H11 -0.73 -1.89 -0.52  1.19
H12 0.58 -1.99 -1.27  0.26
O7 -1.68 -0.75 1.35  -0.80
H13 -1.75 -0.84 0.40  -0.08
H14 -2.58 -0.71 1.66  0.43
O8 1.27 0.84 -1.65  -0.42
H15 1.24 0.84 -2.60  0.32
H16 0.37 1.03 -1.38  0.88
O9 2.49 1.28 -0.04  -0.88
H17 2.01 1.36 -0.86  0.54
H18 3.10 0.55 -0.19  0.33
O10 -1.35 0.47 -1.23  -0.75
H19 -1.80 1.00 -0.58  0.41
H20 -1.47 0.95 -2.05  0.34
O11 0.23 2.32 -0.05  -0.80
H21 -0.68 2.07 0.09  0.62
H22 0.70 2.00 0.72  0.69
O12 1.34 1.27 1.83  -0.78
H23 1.19 0.43 2.27  0.31
H24 1.98 1.07 1.15  0.39
O13 0.35 -0.39 0.44  -0.68
H25 0.38 0.38 -0.12  -0.81
H26 -0.58 -0.47 0.69  -0.07

Gap between HOMO and LUMO (eV): 8.37
Charge: 0
HOMO (eV): -9.33

---

Tell me which of them is the least stable. Sure, it is entry iv.